[1]
Entry from the Open Molecules 2025 dataset: C7H9BrN2O3 in the gas phase at a distorted geometry (the ωB97M-V functional and the def2-TZVPD basis).

The geometry in XYZ format:
```
22
Properties=species:S:1:pos:R:3:forces:R:3:lowdin_charge:R:1
C -3.217938 -1.067999 -1.053256 0.88 -1.92 1.24 0.012
C -1.862554 -1.106784 -0.339757 0.27 -0.60 0.77 -0.108
C -1.621347 -1.053649 0.969483 2.00 -0.45 -1.44 -0.249
N -2.521479 -0.648415 1.934418 -2.04 -2.01 1.97 -0.365
O -2.598724 0.466880 2.321302 0.63 2.50 0.16 0.148
O -3.240685 -1.541264 2.330624 -0.81 -0.91 0.22 0.130
O -0.323972 -1.158381 1.453222 -1.01 -0.02 -1.72 -0.045
N 0.456732 -1.402111 0.169882 -4.29 -2.16 1.39 0.008
C 1.585815 -0.731626 0.247510 2.59 0.38 0.15 -0.282
C 2.064255 -0.004320 1.201006 -2.80 -0.79 3.09 -0.495
Br 1.433230 0.358048 2.972418 0.31 0.16 -0.32 0.725
C -0.465727 -0.821597 -0.783382 0.52 1.03 -2.85 -0.304
C -0.328308 0.736538 -0.831004 -0.87 1.44 -1.48 -0.033
H -3.289222 -0.964518 -2.115613 0.54 0.97 -0.45 0.077
H -3.759985 -0.422943 -0.435659 -1.35 1.78 0.06 0.059
H -3.813015 -1.986623 -0.908866 0.78 -0.23 0.24 0.095
H 2.309606 -0.890282 -0.530676 -0.25 0.07 -0.90 0.148
H 2.788643 0.615745 0.991489 4.30 2.56 -0.77 -0.012
H -0.199226 -1.273948 -1.746519 -0.08 0.26 -0.05 0.160
H -0.752483 1.263037 0.150360 1.43 -1.11 -2.12 0.141
H -0.944522 1.124955 -1.725180 0.28 -0.69 1.49 0.100
H 0.690306 1.052684 -1.230652 -1.03 -0.26 1.32 0.092
```
Positions in Å, forces in eV/Å.

- SMILES = CC1=C([N+](=O)[O-])ON(/C=C\Br)[C@@H]1C
- LUMO energy (eV) = 0.0
- HOMO-LUMO gap (Ha) = 0.317

***

[2]
Entry from the Open Molecules 2025 dataset: a molecular structure, C7H9CaClN2 at a distorted geometry (the ωB97M-V functional and the def2-TZVPD basis).

The geometry in XYZ format:
```
20
Properties=species:S:1:pos:R:3:forces:R:3:lowdin_charge:R:1
C -1.938851 1.355750 0.424545 0.65 -0.09 -0.41 -0.228
C -0.389764 1.246033 0.946463 -0.01 -1.00 1.08 -0.644
Cl -0.449723 1.524611 2.815773 -0.23 0.19 -1.95 0.605
C 0.261864 -0.285844 0.781028 -1.23 0.64 -0.87 -0.164
C 0.684766 -0.492654 -0.784394 -0.15 0.56 -1.09 -0.275
C -0.605683 -0.851067 -1.786060 -8.47 -3.52 -0.56 -0.095
N -1.773470 -1.311774 -2.181706 10.85 4.54 3.49 0.117
C 1.809453 -1.641192 -1.076535 0.11 -1.50 -0.70 -0.140
C 2.358308 -2.450389 0.237675 5.44 -0.37 7.42 -0.107
N 3.022649 -2.771806 1.329519 -6.54 2.90 -10.35 0.118
H -2.582143 0.388893 0.567275 1.22 1.98 -0.16 0.165
H -1.922670 1.641076 -0.734510 -0.25 -1.04 1.62 0.081
H -2.422126 2.287725 0.980967 -0.23 -4.49 0.87 -0.040
H 0.334514 2.072961 0.539646 -1.26 -1.46 0.49 0.114
H -0.600495 -1.054345 1.018483 1.94 1.53 -0.07 0.159
H 1.151307 -0.314395 1.550711 -1.66 -0.25 -1.85 0.139
H 1.088903 0.555764 -1.183069 -0.70 -2.38 0.76 0.143
H 1.324620 -2.462322 -1.794849 1.09 1.77 1.73 0.140
H 2.664133 -1.136445 -1.729200 -1.48 -1.32 1.90 0.151
Ca -2.015591 3.699420 0.078238 0.91 3.30 -1.35 1.762
```
Positions in Å, forces in eV/Å.

- total charge = +2
- LUMO energy (eV) = -10.6
- HOMO-LUMO gap (Ha) = 0.205

***

[3]
Entry from the Open Molecules 2025 dataset: 6 unconnected molecules or ions with the total composition C7H9Cl17 at a distorted geometry (the ωB97M-V functional and the def2-TZVPD basis).

The geometry in XYZ format:
```
33
Properties=species:S:1:pos:R:3:forces:R:3:lowdin_charge:R:1
Cl -0.747390 5.153331 -0.089163 -0.23 0.07 0.63 0.742
C -0.174863 4.560511 -1.610989 0.41 0.64 0.25 -0.618
C 1.366316 4.528955 -1.662918 -0.06 -0.84 -1.41 -0.601
Cl 2.180333 3.598198 -0.446018 -0.40 -0.31 0.52 0.857
H -0.604696 5.182129 -2.396440 0.36 0.00 -0.08 0.098
H -0.581357 3.553968 -1.709690 0.24 -0.40 -0.08 0.039
H 1.864128 5.498314 -1.637800 -0.37 0.52 0.27 0.112
H 1.698043 4.080602 -2.599420 -0.14 0.03 -0.15 0.090
C -2.892593 2.427857 3.214763 -0.98 0.96 -0.47 -1.533
Cl -4.309137 3.008073 2.281486 0.00 -0.53 0.03 0.502
Cl -2.177147 3.858408 3.899730 0.56 0.30 0.61 0.542
Cl -1.748883 1.657246 2.127191 0.07 -0.45 0.16 0.513
H -3.276284 1.800022 4.018944 0.41 -0.26 -0.37 0.027
C 0.418568 -3.266170 -4.215637 -0.50 -0.23 -2.17 -1.454
Cl -1.309652 -3.674462 -4.721860 1.29 0.25 0.99 0.465
Cl 0.765239 -1.625685 -4.775892 -0.20 0.44 0.59 0.477
Cl 1.511523 -4.281884 -5.213134 -0.31 -0.20 0.94 0.499
H 0.606289 -3.348259 -3.145065 -0.22 -0.28 -0.35 -0.036
C 0.312473 -0.173567 -0.415006 -0.27 0.30 1.38 -1.559
Cl 0.302239 1.020491 -1.698404 0.25 0.55 -0.73 0.646
Cl 1.791130 -0.040590 0.556156 -0.24 -0.10 -0.26 0.555
Cl 0.027992 -1.764306 -1.012389 0.08 -0.46 -0.40 0.650
H -0.540054 0.076954 0.216308 0.26 -0.05 0.05 -0.047
C -1.704223 -2.495210 3.578874 0.54 -1.53 0.63 -1.567
Cl -3.249033 -1.786120 3.385060 -1.00 0.40 -0.20 0.589
Cl -0.561141 -1.935752 2.395262 0.61 0.70 -0.24 0.524
Cl -1.724631 -4.285323 3.407627 -0.35 0.28 0.22 0.515
H -1.374830 -2.311680 4.601582 0.23 0.16 -0.37 0.026
C 2.778638 -3.780517 0.727960 -0.81 0.49 -0.16 -1.522
Cl 4.243832 -2.800704 0.742456 0.12 -0.38 0.14 0.523
Cl 2.412024 -4.544436 2.305870 0.52 -0.17 -0.88 0.527
Cl 2.727984 -4.834513 -0.749457 0.00 0.41 1.24 0.505
H 1.969162 -3.055882 0.640014 0.11 -0.32 -0.34 -0.084
```
Positions in Å, forces in eV/Å.

- total charge = +1
- <S²> = 0.75
- LUMO energy (spin up / spin down) (eV) = -3.0 / -10.4
- HOMO-LUMO gap (spin up / spin down) (Ha) = 0.364 / 0.089
- multiplicity = 2

***

[4]
Entry from the Open Molecules 2025 dataset: 2 unconnected molecules or ions with the total composition C7H9Cl3SSi at a distorted geometry (the ωB97M-V functional and the def2-TZVPD basis).

The geometry in XYZ format:
```
21
Properties=species:S:1:pos:R:3:forces:R:3:lowdin_charge:R:1
C -2.213722 0.242159 -3.041724 0.48 0.55 -1.87 -0.200
C -0.975316 0.251019 -2.297740 0.49 0.75 -1.88 -0.230
C -3.191911 -0.257272 -2.311523 0.00 -0.35 2.27 -0.462
C -1.027502 -0.221226 -1.016406 0.04 -0.25 -0.62 -0.573
C 1.009861 1.494943 0.716143 -1.41 -2.31 2.17 -0.208
C -0.057175 -1.449647 1.503683 2.73 -1.26 -2.44 -0.210
C 3.506611 0.585511 3.672247 -0.05 1.12 1.48 -1.045
Si 0.520423 -0.306735 0.125007 -1.10 2.35 0.23 0.204
S -2.705221 -0.734807 -0.731186 0.94 0.29 0.11 0.959
Cl 2.299525 -0.585727 3.843754 0.10 -0.45 -0.62 0.563
Cl 4.462146 0.533404 2.315234 0.05 -0.66 -0.81 0.579
Cl 2.245019 -0.773743 -0.977071 -0.60 -0.35 0.28 0.295
H -2.577667 0.551486 -4.092947 1.67 -0.07 1.71 0.140
H -0.096100 0.662226 -2.825338 -0.17 -0.42 0.79 0.106
H -4.177305 -0.000187 -2.486810 -2.11 -0.46 -0.42 0.045
H 0.320220 1.876377 1.549767 0.82 -0.56 -1.26 0.061
H 1.951206 1.204058 1.204282 0.08 0.80 -0.25 -0.051
H 1.086170 2.213067 -0.054227 0.38 0.66 -0.81 0.002
H 0.709319 -2.253199 1.573026 -0.18 0.54 0.51 0.039
H -0.322967 -1.078516 2.446111 -0.67 0.53 1.03 0.003
H -0.765614 -1.953190 0.885721 -1.48 -0.44 0.40 -0.018
```
Positions in Å, forces in eV/Å.

- LUMO energy (eV) = -1.0
- HOMO-LUMO gap (Ha) = 0.302

***

[5]
Entry from the Open Molecules 2025 dataset: 2 unconnected molecules or ions with the total composition C7H9ClN2 at a distorted geometry (the ωB97M-V functional and the def2-TZVPD basis).

The geometry in XYZ format:
```
19
Properties=species:S:1:pos:R:3:forces:R:3:lowdin_charge:R:1
C 0.527289 2.716646 -0.847705 -2.20 -1.31 -0.37 -0.089
C 1.385506 1.802952 -0.255664 0.72 0.88 1.60 -0.079
C -0.809471 2.223201 -0.982184 -1.83 2.03 -1.63 -0.105
C 0.982761 0.516927 0.258252 1.62 4.12 -1.61 -0.092
C -1.196072 0.971303 -0.561685 -1.63 -1.05 -1.99 -0.125
C -0.244365 0.155506 -0.062069 -0.93 -5.65 0.97 -0.128
C -0.319312 -1.879277 0.338643 -2.64 5.74 -0.53 -0.838
N -0.667611 -1.732671 1.686313 -1.78 -1.82 1.26 0.016
N 0.857434 -2.401159 0.094677 2.89 -2.10 1.01 0.038
Cl -1.697450 -2.578717 -0.815589 0.39 0.29 0.52 0.404
H 0.786462 3.723570 -1.223682 0.07 -0.88 0.40 0.107
H 2.343269 2.270845 0.006975 0.08 -0.85 -0.11 0.100
H -1.696564 2.755535 -1.554164 2.28 -0.46 1.24 0.136
H 1.626759 -0.020199 0.865617 1.26 -1.24 0.71 0.083
H -2.155624 0.489966 -0.934008 1.02 0.97 0.78 0.120
H -1.554975 -1.195254 1.816212 1.23 -0.60 -0.43 0.104
H -0.870173 -2.677002 2.107882 0.35 1.05 -0.34 0.102
H 1.326047 -2.190139 -0.762629 0.06 -0.20 -0.21 0.103
H 1.376088 -2.952032 0.824809 -0.93 1.08 -1.26 0.143
```
Positions in Å, forces in eV/Å.

- LUMO energy (eV) = 0.8
- HOMO-LUMO gap (Ha) = 0.342

***

[6]
Entry from the Open Molecules 2025 dataset: 2 unconnected molecules or ions with the total composition C7H9ClN3O at a distorted geometry (the ωB97M-V functional and the def2-TZVPD basis).

The geometry in XYZ format:
```
21
Properties=species:S:1:pos:R:3:forces:R:3:lowdin_charge:R:1
C -1.649007 1.691137 0.128598 -0.24 -0.35 -0.55 -0.186
C 3.084716 1.906474 0.424944 -2.77 -1.48 0.64 -0.042
C 3.422100 0.628505 0.281574 -0.29 -1.25 -1.06 -0.651
C 1.222238 0.719895 0.648678 -3.15 -0.88 0.06 -0.112
C 1.876687 -1.502023 -0.114161 -0.71 -0.05 -0.43 -0.016
C -3.285179 -0.666606 -0.628641 1.65 -4.36 -1.31 0.013
C -2.006912 0.637640 0.958460 -0.87 -2.49 -0.12 0.014
N -1.425986 2.588984 -0.538034 0.24 1.29 -0.81 0.267
N 2.211863 -0.090686 0.368761 1.13 -2.67 -0.64 -0.122
N 1.692647 1.934869 0.674628 1.12 0.53 -0.13 0.061
O -2.701279 -0.412920 0.622144 0.97 2.18 3.19 -0.005
Cl 4.849227 -0.170093 -0.220382 -0.28 0.41 0.31 0.754
H 3.471238 2.809194 0.320252 2.66 3.41 -0.34 0.085
H 2.597147 -2.339129 -0.142997 0.52 1.15 0.90 0.083
H 1.042183 -1.805029 0.545822 0.42 0.10 -0.61 0.080
H 1.561053 -1.517639 -1.198108 -0.01 0.71 1.19 0.102
H -2.739659 -1.726265 -0.897960 -1.34 2.64 0.15 0.180
H -2.926996 0.099226 -1.251597 -0.35 0.81 -1.51 0.073
H -4.357874 -0.946999 -0.598659 0.66 0.92 0.43 0.130
H -1.781263 0.778718 1.999106 0.10 -0.55 0.43 0.152
H 1.082345 2.744660 0.693733 0.54 -0.05 0.20 0.141
```
Positions in Å, forces in eV/Å.

- total charge = +1
- LUMO energy (spin up / spin down) (eV) = -6.8 / -6.4
- HOMO-LUMO gap (spin up / spin down) (Ha) = 0.205 / 0.229

***

Energy above the lowest of the compared OMol25 structures with the same formula, charge and spin
In order: 66.5; 136.4; 5.9; 131.9; 63.9; 108.6
Unit: kcal/mol